(1)
{"formula": "CH3NO2S2", "method": "ωB97M-V/def2-TZVPD", "species": ["C", "N", "O", "O", "S", "S", "H", "H", "H"], "xyz": [[0.8967, 0.5648, 1.3484], [0.6721, -0.4785, 0.6635], [1.1274, -1.7000, 1.1798], [0.6204, -0.3280, -0.5975], [0.3986, 2.0206, 1.7251], [-1.8510, 0.6649, -2.2851], [1.8186, -2.0200, 0.6064], [-2.7024, 1.0959, -1.3143], [-0.9804, 0.1802, -1.3264]], "forces_ev_per_angstrom": [[-1.6, 3.4, 1.1], [2.2, -1.4, -1.2], [-1.5, 0.1, 1.2], [-0.2, -0.7, 0.0], [0.9, -1.7, 0.1], [-0.1, 0.0, 1.1], [0.5, 0.1, -0.9], [0.2, -0.1, -0.5], [-0.5, 0.3, -0.8]], "spin_multiplicity": 1, "relative_energy_kj_mol": 494.5, "gap_ev": [7.0, 7.0], "charge": 0}

(2)
{"formula": "C15H32N4O5", "method": "ωB97M-V/def2-TZVPD", "species": ["C", "N", "C", "O", "C", "C", "C", "C", "C", "N", "C", "C", "O", "H", "H", "H", "H", "H", "H", "H", "H", "H", "H", "H", "H", "H", "H", "H", "H", "H", "H", "N", "C", "C", "O", "C", "C", "C", "N", "C", "O", "O", "H", "H", "H", "H", "H", "H", "H", "H", "H", "H", "H", "H", "H", "H"], "xyz": [[3.2519, 2.5966, 4.1490], [2.0020, 2.0379, 3.6364], [1.2984, 2.5663, 2.6262], [1.6580, 3.5908, 2.0578], [-0.0225, 1.8631, 2.2433], [-0.9785, 2.7257, 1.3839], [-2.3146, 2.0634, 0.9916], [-3.1939, 3.0637, 0.2414], [-2.1057, 0.8387, 0.0997], [-0.7127, 1.2333, 3.3858], [-1.1475, 1.7715, 4.5282], [-1.1148, 3.2692, 4.7625], [-1.5844, 1.0415, 5.4021], [3.0622, 3.5775, 4.5902], [3.9658, 2.7172, 3.3310], [3.6783, 1.9370, 4.9064], [1.6171, 1.2265, 4.0956], [0.2944, 1.0405, 1.6017], [-1.1922, 3.6503, 1.9171], [-0.4530, 3.0053, 0.4694], [-2.8522, 1.7592, 1.8891], [-4.1490, 2.6012, -0.0070], [-3.3830, 3.9327, 0.8714], [-2.7014, 3.3858, -0.6762], [-1.5805, 0.0635, 0.6549], [-1.5304, 1.1053, -0.7863], [-3.0707, 0.4356, -0.2064], [-0.8595, 0.2364, 3.3318], [-0.1058, 3.6537, 4.6444], [-1.4547, 3.4699, 5.7776], [-1.7900, 3.7602, 4.0668], [-0.1271, -5.5209, -2.6405], [-0.9988, -5.2586, -3.7994], [-0.3030, -4.3817, -4.8471], [-0.2966, -2.9982, -4.4417], [0.9786, -2.3410, -4.5098], [1.5852, -2.2460, -3.1075], [1.0536, -1.0292, -2.3363], [1.7551, 0.1699, -2.8718], [1.2699, -1.2368, -0.8134], [0.3396, -1.6271, -0.1271], [2.4966, -0.9645, -0.3008], [-0.6510, -5.9458, -1.8752], [0.6723, -6.0977, -2.8997], [-1.9182, -4.7633, -3.4701], [-1.2783, -6.2131, -4.2572], [-0.8489, -4.4567, -5.7922], [0.7053, -4.7717, -5.0175], [1.6677, -2.8809, -5.1667], [0.8519, -1.3423, -4.9391], [2.6737, -2.1745, -3.1869], [1.3555, -3.1665, -2.5613], [-0.0260, -0.9396, -2.5075], [1.3296, 1.0290, -2.5226], [2.7459, 0.1407, -2.6238], [2.4365, -1.2032, 0.6359]], "forces_ev_per_angstrom": [[-0.3, 0.2, -0.4], [0.2, -1.0, 0.7], [-0.4, 1.5, -0.3], [-0.1, -0.5, 0.0], [-0.7, -0.2, 0.0], [0.1, 0.0, 0.2], [0.3, 0.0, -0.5], [0.2, 0.0, 0.4], [0.0, 0.0, 0.7], [1.1, -0.3, -1.7], [-0.6, 0.5, 1.6], [0.1, -0.3, -0.2], [-0.2, -0.3, 0.2], [0.1, 0.0, 0.0], [-0.1, 0.0, 0.1], [-0.2, 0.0, -0.1], [0.0, 0.1, 0.0], [0.0, -0.3, 0.0], [0.1, 0.2, 0.0], [0.1, 0.1, 0.0], [0.0, -0.1, 0.2], [0.0, 0.1, -0.1], [-0.1, 0.2, -0.1], [0.0, 0.1, -0.1], [0.1, -0.2, -0.2], [0.1, 0.0, -0.1], [0.0, -0.1, -0.1], [0.0, 0.0, 0.1], [0.1, 0.2, -0.2], [0.0, -0.2, -0.1], [0.1, 0.2, -0.1], [-0.2, 0.5, 0.0], [0.5, -0.2, 0.1], [-0.5, 0.3, 0.5], [0.6, -0.4, -0.5], [-0.1, -0.3, 0.4], [-0.1, -0.1, 0.0], [1.6, 0.6, 0.1], [-0.6, -0.4, 0.3], [-1.8, -0.3, -0.2], [1.3, 0.4, -0.1], [-0.6, -0.1, -0.5], [0.4, 0.0, -0.4], [-0.4, 0.0, 0.2], [0.2, 0.0, 0.0], [-0.2, 0.1, -0.4], [0.0, 0.0, 0.0], [0.1, 0.2, 0.1], [-0.1, -0.1, 0.0], [-0.2, -0.1, 0.1], [0.0, 0.1, 0.1], [-0.1, 0.0, -0.1], [0.3, 0.0, 0.3], [0.3, -0.3, 0.0], [-0.4, 0.1, 0.0], [0.1, 0.0, 0.0]], "spin_multiplicity": 1, "relative_energy_kj_mol": 0.0, "gap_ev": 9.7, "charge": 0, "smiles": "CNC(=O)[C@H](CC(C)C)NC(C)=O.NCCOCC[C@H](N)C(=O)O"}

(3)
{"formula": "C3H3NS", "method": "ωB97M-V/def2-TZVPD", "species": ["C", "C", "C", "N", "S", "H", "H", "H"], "xyz": [[1.7529, -0.7291, 0.0627], [0.8791, 0.1134, -0.1117], [-0.1818, 1.0257, -0.0213], [-1.4909, 0.8913, 0.0722], [-2.1931, -0.5724, -0.0662], [2.5576, -1.3228, -0.2220], [-0.1022, 2.0656, -0.1197], [-1.2216, -1.4718, 0.4060]], "forces_ev_per_angstrom": [[-2.1, 2.3, -1.1], [1.2, -2.0, 1.1], [-3.5, 0.9, 0.1], [2.7, -0.5, -0.7], [-0.4, -2.0, 0.8], [0.9, -0.9, 0.2], [1.7, 1.4, 0.1], [-0.6, 0.8, -0.6]], "spin_multiplicity": 1, "relative_energy_kj_mol": 237.4, "gap_ev": 8.5, "charge": 0, "smiles": "C#C/C=N\\S"}

(4)
{"formula": "C5H8NP", "method": "ωB97M-V/def2-TZVPD", "species": ["C", "C", "P", "C", "C", "C", "N", "H", "H", "H", "H", "H", "H", "H", "H"], "xyz": [[-1.2168, 0.2036, -1.6966], [-1.2155, 0.1727, -0.0833], [-1.0731, -1.6149, 0.4877], [0.7129, -1.8922, 1.3903], [1.8475, -0.9084, 1.4001], [0.7660, -3.1604, 1.9160], [0.4481, -4.1728, 2.3415], [-0.1649, -0.0174, -1.9331], [-1.9520, -0.5133, -2.2311], [-1.4015, 1.3215, -1.9413], [-2.1319, 0.5447, 0.3875], [-0.3938, 0.7729, 0.2141], [1.9338, -0.7013, 2.5788], [2.7947, -1.4597, 1.1724], [1.6536, -0.1250, 0.7392]], "forces_ev_per_angstrom": [[-0.6, 1.1, 1.0], [-0.4, -1.7, -1.4], [3.4, -0.4, 2.0], [-3.5, 2.6, -3.4], [0.5, -2.8, 3.8], [-0.6, 0.5, -0.1], [0.2, -1.9, 0.8], [-0.5, -0.1, -0.5], [1.3, 1.3, 1.0], [0.1, -2.0, -0.1], [0.1, 0.0, -0.3], [0.7, 0.6, 0.5], [0.1, 0.5, -2.6], [-0.7, 0.6, -0.1], [0.0, 1.6, -0.5]], "spin_multiplicity": 1, "relative_energy_kj_mol": 265.6, "gap_ev": [7.7, 7.6], "charge": 0, "smiles": "CC/P=C(\\C)C#N"}

(5)
{"formula": "C5H9FO", "method": "ωB97M-V/def2-TZVPD", "species": ["C", "O", "C", "C", "C", "C", "F", "H", "H", "H", "H", "H", "H", "H", "H", "H"], "xyz": [[2.9452, -0.2681, 0.1578], [1.6075, -0.3034, -0.3785], [0.7710, 0.7270, -0.0265], [-0.5185, 0.4512, 0.0274], [-1.5584, 1.4868, 0.0322], [-0.9745, -0.9356, 0.2204], [-2.3315, -1.0808, -0.1321], [2.9367, -0.1354, 1.2587], [3.5199, 0.5698, -0.3181], [3.3617, -1.2079, -0.1248], [1.2315, 1.7234, 0.0368], [-2.2133, 1.4253, 0.9062], [-2.1939, 1.4515, -0.8665], [-1.1357, 2.4887, 0.0304], [-0.9225, -1.2943, 1.2376], [-0.4495, -1.6346, -0.4112]], "forces_ev_per_angstrom": [[-0.7, 1.4, -0.2], [0.9, 0.0, 0.9], [0.8, -0.2, -0.9], [-0.1, 0.5, 0.7], [-0.8, 1.2, 0.1], [-0.8, -1.1, -0.9], [0.1, 0.2, 0.0], [0.0, -0.2, -0.6], [-0.4, -0.6, 0.4], [0.5, -0.6, 0.0], [-0.3, -0.3, -0.2], [-0.1, -0.1, -0.1], [0.1, -0.3, 0.3], [0.2, 0.1, 0.1], [0.2, 0.2, 0.5], [0.4, -0.2, -0.1]], "spin_multiplicity": 1, "relative_energy_kj_mol": 128.3, "gap_ev": 9.5, "charge": 0, "smiles": "CO/C=C(/C)CF"}

(6)
{"formula": "C3H4NO2S", "method": "ωB97M-V/def2-TZVPD", "species": ["C", "C", "C", "N", "O", "O", "S", "H", "H", "H", "H"], "xyz": [[-2.5781, 0.3274, -0.1738], [-0.2566, -0.7431, -0.1540], [0.5383, 0.6275, -0.0310], [-1.6806, -0.6686, 0.2501], [-2.8254, 1.3689, 0.2595], [-2.6406, -0.6811, -0.9239], [2.2653, 0.5883, -0.1595], [-0.1832, -1.3834, -1.0391], [0.2412, -1.3844, 0.7199], [0.2623, 1.2906, -0.9068], [0.0963, 0.9960, 0.8545]], "forces_ev_per_angstrom": [[1.0, 1.3, 2.6], [-0.1, -3.0, 2.4], [0.0, 0.3, -2.3], [2.7, -1.5, -0.1], [-1.3, 1.8, -0.7], [-0.7, -1.4, -2.2], [-0.8, -0.2, 0.3], [0.2, 0.6, -0.2], [-1.2, 1.3, -1.7], [0.0, -0.4, 0.7], [0.1, 1.1, 1.3]], "spin_multiplicity": 1, "relative_energy_kj_mol": 583.2, "gap_ev": [4.9, 6.9], "charge": 1}